The following is a DFT calculation (ωB97M-V with the def2-TZVPD basis set) of a molecular structure, C30H33BF4N4RuSi.

Values from the calculation:
- net charge = +2
- HOMO level (spin up / spin down) (eV) = -14.180 / -14.172
- ⟨S²⟩ = 6.020
- spin multiplicity = 5
- E_LUMO (spin up / spin down) (eV) = -7.62 / -9.24
- energy relative to the best compared isomer or geometry (same formula, charge and spin) (kJ/mol) = 16.64

Each line ends with the Mulliken charge.
Cartesian coordinates (Å):
Ru1 0.1555 0.9674 0.7650  0.51
C1 -1.4874 -0.1812 0.9451  -1.18
Si1 -1.3154 -1.9366 0.1119  0.35
C2 0.5598 -1.8953 -0.1571  -0.90
N1 0.9903 -0.5017 -0.5011  0.97
C3 0.5049 -0.1047 -1.8665  -0.18
C4 1.4428 -0.4845 -3.0306  -0.80
C5 2.6098 -1.3672 -2.6042  -0.80
C6 3.3701 -0.7289 -1.4485  -0.96
C7 2.4631 -0.2770 -0.2848  -0.40
C8 -2.2699 -2.0185 -1.4703  0.33
C9 -2.0535 -3.1335 -2.2900  -0.31
C10 -2.7341 -3.2722 -3.4901  -0.91
C11 -3.6413 -2.2988 -3.8871  -0.52
C12 -3.8702 -1.1897 -3.0853  -0.75
C13 -3.1882 -1.0505 -1.8847  -0.06
C14 -1.8093 -3.1868 1.3626  0.73
C15 -1.0862 -3.3359 2.5546  -0.49
C16 -1.4721 -4.2775 3.4931  -0.82
C17 -2.5856 -5.0749 3.2547  -0.50
C18 -3.3151 -4.9330 2.0833  -0.71
C19 -2.9330 -3.9905 1.1401  -0.40
H1 -1.4821 -0.4055 2.0180  0.41
H2 -2.3789 0.3891 0.6769  1.28
H3 0.8958 -2.5810 -0.9345  0.60
H4 1.0556 -2.1781 0.7712  0.58
H5 0.3262 0.9781 -1.8612  0.32
H6 -0.4686 -0.5699 -1.9960  -0.37
H7 1.8466 0.4225 -3.4841  0.31
H8 0.8460 -0.9756 -3.7984  0.45
H9 3.2867 -1.4845 -3.4497  0.55
H10 2.2754 -2.3742 -2.3543  0.21
H11 3.9035 0.1460 -1.8231  0.42
H12 4.1212 -1.4147 -1.0604  0.30
H13 2.6164 0.7960 -0.1188  -0.12
H14 2.7120 -0.7824 0.6455  0.70
H15 -1.3589 -3.9114 -1.9872  0.48
H16 -2.5629 -4.1412 -4.1110  0.44
H17 -4.1767 -2.4092 -4.8205  0.43
H18 -4.5850 -0.4379 -3.3923  0.45
H19 -3.3907 -0.1812 -1.2688  0.25
H20 -0.2161 -2.7203 2.7578  0.23
H21 -0.9063 -4.3936 4.4077  0.45
H22 -2.8852 -5.8108 3.9890  0.40
H23 -4.1804 -5.5563 1.9029  0.43
H24 -3.5068 -3.8863 0.2270  0.32
C20 4.5366 3.9957 -1.8151  -0.52
C21 4.2791 4.4988 -0.5459  -0.83
C22 3.0836 4.2087 0.0853  -0.22
C23 2.1521 3.3965 -0.5602  0.28
C24 2.4105 2.8757 -1.8239  -0.03
C25 3.5992 3.1929 -2.4554  -0.83
N2 0.9307 3.0921 0.1141  0.89
N3 0.4334 4.0497 0.7193  -0.81
C26 -0.6425 3.7651 1.5751  0.12
C27 -1.2167 4.8357 2.2231  -0.46
C28 -2.2310 4.5943 3.1416  -0.40
C29 -2.6104 3.2873 3.3795  -0.84
C30 -1.9919 2.2634 2.6795  -0.18
N4 -1.0301 2.4860 1.7764  0.36
H25 5.4693 4.2308 -2.3092  0.44
H26 5.0126 5.1165 -0.0468  0.41
H27 2.8734 4.5747 1.0807  0.48
H28 1.6652 2.2901 -2.3397  0.57
H29 3.7925 2.8264 -3.4546  0.47
H30 -0.8473 5.8281 2.0070  0.56
H31 -2.7009 5.4133 3.6689  0.45
H32 -3.3764 3.0435 4.1014  0.48
H33 -2.2818 1.2399 2.8585  0.54
F1 1.7009 1.6594 2.1960  -0.13
B1 1.7766 0.5089 3.1702  0.25
F2 1.1770 0.8754 4.3129  -0.33
F3 0.8887 -0.4266 2.4270  -0.11
F4 3.0260 0.0316 3.1885  -0.29

Forces on the atoms, in the same order (eV/Å):
-0.1 0.0 0.1
0.0 -0.1 0.0
0.0 0.0 0.0
0.0 0.0 0.0
0.0 0.0 0.0
0.0 0.0 0.0
0.0 0.0 0.0
0.0 0.0 0.0
0.0 -0.1 0.0
0.1 0.1 0.0
0.0 0.0 0.0
0.0 0.0 0.0
0.0 0.0 0.0
0.0 0.0 0.0
0.0 0.0 0.0
0.0 -0.1 0.0
0.0 0.0 0.0
-0.1 -0.1 0.0
0.0 0.0 0.0
0.0 0.0 0.0
0.0 0.0 0.0
0.0 0.0 0.1
0.0 0.0 0.0
0.0 0.0 -0.1
0.0 0.0 0.0
0.0 0.0 0.0
0.0 0.0 0.0
0.0 0.0 0.0
0.0 0.0 0.0
0.0 0.0 0.0
0.0 0.0 0.0
0.0 0.0 0.0
0.0 0.0 0.0
0.0 0.0 0.0
0.0 0.0 0.0
0.0 0.0 0.0
0.0 0.0 0.0
0.0 0.0 0.0
0.0 0.0 0.0
0.0 0.0 0.0
0.0 0.0 0.0
0.0 0.0 0.0
0.0 0.0 0.0
0.0 0.0 0.0
0.0 0.0 0.0
0.0 0.0 0.0
0.0 0.0 0.0
0.0 0.0 0.0
-0.1 0.0 0.1
0.2 0.0 0.0
-0.1 0.0 0.0
0.0 0.0 0.0
-0.1 0.0 0.0
0.1 0.0 0.0
-0.1 -0.1 0.1
0.0 0.0 0.0
0.0 0.0 0.0
0.0 0.0 0.0
0.0 0.1 0.0
0.1 -0.1 -0.1
0.0 0.0 0.0
0.0 0.0 0.0
0.0 0.0 0.0
0.0 0.0 0.0
0.0 0.0 0.0
0.0 0.0 0.0
0.0 0.0 0.0
0.0 0.0 0.0
0.0 0.0 0.0
0.0 0.0 -0.1
0.0 0.0 0.1
0.0 0.0 0.0
0.0 0.0 0.0
0.0 0.0 0.0

=====

The following is a DFT calculation (ωB97M-V with the def2-TZVPD basis set) of a molecular structure, C30H33BrFeN4O2.

Values from the calculation:
- HOMO level (spin up / spin down) (eV) = -6.216 / -7.309
- ⟨S²⟩ = 6.225
- spin multiplicity = 5
- E_LUMO (spin up / spin down) (eV) = 0.27 / -0.59
- energy relative to the best compared isomer or geometry (same formula, charge and spin) (kJ/mol) = 81.36

Each line ends with the Mulliken charge.
Cartesian coordinates (Å):
Fe1 -0.4235 0.4751 1.4575  0.74
C1 0.6825 4.2022 2.9370  -2.90
C2 0.2415 3.5143 1.6662  1.65
C3 1.2014 3.0154 0.7788  1.13
C4 2.6745 3.2126 1.0373  -2.32
C5 0.8027 2.3532 -0.3895  1.23
C6 1.8376 1.7053 -1.2756  -2.69
C7 -0.5515 2.3121 -0.7403  0.97
C8 -0.9651 1.7852 -2.0898  -2.43
C9 -1.5189 2.7854 0.1577  1.33
C10 -2.9826 2.6546 -0.1767  -2.79
C11 -1.1229 3.3811 1.3639  1.13
C12 -2.1764 3.9260 2.2988  -2.38
H1 0.8184 5.2766 2.7849  0.36
H2 1.6253 3.8007 3.3017  0.64
H3 -0.0437 4.0815 3.7370  0.62
H4 3.1247 2.3443 1.5256  0.28
H5 2.8610 4.0778 1.6677  0.53
H6 3.2125 3.3743 0.1048  0.44
H7 2.2394 2.3997 -2.0187  0.40
H8 1.4194 0.8544 -1.8094  0.58
H9 2.6763 1.3345 -0.6887  0.53
H10 -1.2117 0.7211 -2.0443  0.29
H11 -0.1743 1.9181 -2.8250  0.46
H12 -1.8450 2.3087 -2.4582  0.48
H13 -3.3542 3.5452 -0.6930  0.35
H14 -3.5809 2.5120 0.7200  0.56
H15 -3.1586 1.7894 -0.8073  0.51
H16 -2.5842 3.1443 2.9467  0.33
H17 -3.0107 4.3481 1.7424  0.47
H18 -1.7867 4.7161 2.9343  0.48
N1 -1.5527 0.0411 5.4306  -0.39
C13 -0.9773 0.2740 4.2405  0.40
O1 -1.5805 0.0138 3.1926  -0.68
C14 0.3986 0.8694 4.1863  -0.66
C15 1.0199 0.3991 2.8716  -0.84
H19 -2.4631 -0.3861 5.4595  0.26
H20 -1.0559 0.2095 6.2856  0.20
H21 0.9668 0.6272 5.0934  0.54
H22 0.2535 1.9536 4.1856  0.00
H23 1.1882 -0.6824 2.9516  0.87
H24 1.9981 0.8607 2.7193  0.09
Br1 2.9245 -2.2024 -6.6288  -0.19
C16 1.9235 -3.2651 -5.4259  0.12
C17 2.5065 -4.3940 -4.8628  -0.39
C18 1.7927 -5.1327 -3.9414  -0.15
C19 0.5079 -4.7335 -3.5449  0.24
C20 -0.0851 -3.6284 -4.1720  -0.35
C21 0.6245 -2.8978 -5.1079  -0.62
N2 -0.0713 -5.4600 -2.5107  -0.83
N3 -1.1914 -4.9816 -2.0325  -0.33
C22 -1.3396 -3.8717 -1.3189  -0.13
C23 -2.6494 -3.3609 -1.1445  -0.61
C24 -2.8981 -2.1280 -0.5844  -0.85
C25 -1.8491 -1.3158 -0.1184  0.89
O2 -1.9801 -0.1165 0.3211  -0.51
C26 -0.5194 -1.8766 -0.1525  0.89
N4 0.4413 -1.0951 0.4098  -0.09
C27 1.6772 -1.5475 0.4574  -0.24
C28 2.0312 -2.8176 -0.0086  -1.43
C29 1.0702 -3.6165 -0.5792  -0.43
C30 -0.2462 -3.1396 -0.7013  -0.02
H25 3.5090 -4.6857 -5.1443  0.41
H26 2.2221 -6.0136 -3.4834  0.46
H27 -1.1007 -3.3516 -3.9280  0.43
H28 0.1692 -2.0465 -5.5946  0.43
H29 -3.4625 -3.9639 -1.5264  0.43
H30 -3.9081 -1.7482 -0.5081  0.48
H31 2.4149 -0.8882 0.8966  0.52
H32 3.0518 -3.1573 0.0921  0.42
H33 1.3127 -4.6126 -0.9196  0.71

Forces on the atoms, in the same order (eV/Å):
0.2 -0.9 0.0
0.0 0.0 0.0
0.0 0.1 -0.1
0.0 0.1 0.0
0.0 0.0 0.0
0.0 0.1 0.0
0.0 0.0 0.0
0.0 -0.1 0.0
0.0 -0.1 0.0
0.0 0.0 0.1
0.0 0.0 0.0
0.1 0.1 0.0
0.0 0.0 0.0
0.0 0.0 0.0
0.0 0.0 0.0
0.0 0.0 0.0
0.0 0.0 0.0
0.0 0.0 0.0
0.0 0.0 0.0
0.0 0.0 0.0
0.0 0.0 0.0
0.0 0.0 0.0
0.0 0.0 0.0
0.0 0.0 0.0
0.0 0.0 0.0
0.0 0.0 0.0
0.0 0.0 0.0
0.0 0.0 0.0
0.0 0.0 0.0
0.0 0.0 0.0
0.0 0.0 0.0
0.0 0.0 0.0
0.0 0.1 0.1
-0.1 0.3 -0.3
0.0 -0.1 0.0
-0.1 0.2 0.0
0.0 0.0 0.0
0.0 0.0 0.0
-0.1 0.0 0.0
0.0 0.0 0.0
0.1 0.0 0.1
0.0 0.1 -0.1
0.0 0.0 -0.1
0.0 0.0 0.1
0.0 0.0 0.0
0.0 0.1 0.0
-0.1 -0.3 0.1
0.0 0.0 0.0
0.0 0.0 0.0
0.2 0.3 0.2
-0.2 0.1 -0.5
0.1 -0.2 0.3
0.0 0.1 0.0
0.0 0.0 0.0
0.3 0.2 -0.1
-0.3 -0.1 0.3
-0.1 0.0 0.0
-0.1 0.1 -0.1
0.1 0.0 -0.1
0.0 0.1 0.0
-0.1 0.1 0.0
0.1 -0.1 -0.1
0.0 0.0 0.0
0.0 0.0 0.0
0.0 0.0 0.0
0.0 0.0 0.0
0.0 0.0 0.0
0.0 0.0 0.0
0.0 0.0 0.1
0.0 0.0 0.0
0.0 0.0 0.0

=====

The following is a DFT calculation (ωB97M-V with the def2-TZVPD basis set) of a molecular structure, C30H33CsN3O2P in a non-equilibrium geometry.

Values from the calculation:
- net charge = -2
- HOMO level (spin up / spin down) (eV) = -0.995 / 1.895
- E_LUMO (spin up / spin down) (eV) = 3.32 / 3.31
- energy relative to the best compared isomer or geometry (same formula, charge and spin) (kJ/mol) = 0.00

Each line ends with the Mulliken charge.
Cartesian coordinates (Å):
Cs1 12.3515 16.8485 3.7759  1.24
C1 10.3880 16.1452 6.7862  -0.63
N1 9.4504 16.2937 5.6309  0.25
C2 8.9515 15.0769 5.0281  -1.20
C3 8.9948 17.4508 5.2035  0.70
C4 7.6946 17.4626 4.5469  -0.86
C5 7.1194 18.6657 4.1918  -0.64
C6 7.8543 19.8542 4.1766  -0.64
C7 9.1664 19.8977 4.5539  -0.19
C8 9.6362 18.7742 5.3087  0.25
N2 10.9203 18.8809 5.8708  -0.36
C9 11.3316 20.1004 6.2610  -0.39
C10 10.5204 21.0621 6.8339  -0.16
C11 10.7843 22.4264 6.9892  -0.76
C12 12.0173 22.9541 6.5553  -0.61
C13 12.9366 22.0348 6.0252  -0.60
C14 12.6747 20.6936 5.9160  0.51
N3 13.7273 19.8850 5.3066  0.47
C15 14.0073 18.6478 5.7347  -1.45
C16 14.4354 20.5218 4.1806  -1.11
H1 9.7434 15.7226 7.5852  0.27
H2 10.6789 17.1722 7.1141  0.15
H3 11.2180 15.4572 6.5353  0.21
H4 8.2275 14.5337 5.7066  0.28
H5 9.8262 14.4361 4.9467  0.37
H6 8.5048 15.2164 4.0064  0.38
H7 6.9663 16.6665 4.6675  0.30
H8 6.0137 18.6597 3.9983  0.24
H9 7.1616 20.7316 4.0184  0.19
H10 9.6153 20.8858 4.5841  0.39
H11 9.4782 20.6563 6.9515  0.33
H12 9.9888 23.0935 7.2819  0.35
H13 12.3671 24.0044 6.4784  0.31
H14 13.9010 22.3978 5.7440  0.45
H15 13.3842 18.2076 6.5191  0.57
H16 14.8058 26.2328 6.3515  -0.02
H17 14.9734 18.2798 5.4477  0.39
H18 15.5000 20.5920 4.4253  0.41
H19 14.1684 21.5844 4.0129  0.33
H20 14.5426 19.8989 3.2851  0.30
O1 12.9556 14.1954 5.6648  -0.83
C17 14.1391 14.6268 5.7424  0.14
O2 14.5456 15.7120 5.2233  -0.78
C18 15.1541 13.8335 6.5646  -0.57
P1 16.0569 12.8088 5.2531  -0.01
C19 15.1821 11.2631 5.6230  0.28
C20 15.8767 10.1187 5.9235  -0.33
C21 15.2250 8.8537 6.2615  -0.78
C22 13.9386 8.7277 5.8055  -0.28
C23 13.2587 9.8286 5.3333  -0.68
C24 13.8178 11.1258 5.3554  -0.02
C25 17.7050 12.6046 5.8156  0.13
C26 18.0015 12.4906 7.1908  -0.14
C27 19.3243 12.2496 7.5870  -0.63
C28 20.3365 12.2709 6.6658  -0.36
C29 20.0413 12.4244 5.2610  -0.65
C30 18.7199 12.6270 4.8632  -0.39
H21 14.6334 13.2542 7.3298  0.42
H22 15.8535 14.6517 6.9781  0.42
H23 16.9560 10.0723 6.0345  0.30
H24 15.7058 8.0712 6.7898  0.41
H25 13.3909 7.7955 5.8531  0.32
H26 12.2002 9.7568 4.9841  0.26
H27 13.3271 12.1113 5.4014  0.23
H28 17.1708 12.6417 7.8344  0.35
H29 19.6833 12.0475 8.5871  0.33
H30 21.4037 12.0818 7.0049  0.22
H31 20.8953 12.4404 4.5731  0.31
H32 18.4741 12.6534 3.8011  0.28
H33 14.4298 26.7031 5.8393  0.02

Forces on the atoms, in the same order (eV/Å):
-0.1 -0.2 0.4
-1.4 0.3 -0.1
2.2 -2.0 0.7
-0.1 -0.6 0.5
-3.0 4.0 -2.0
0.9 0.7 1.6
-0.8 0.4 -0.4
-3.3 0.4 -0.8
-1.1 -0.9 1.4
2.3 -0.2 -0.7
-0.2 -0.8 -0.2
2.7 1.5 -1.3
-2.2 0.1 0.6
1.0 0.4 -0.8
0.0 -0.3 -0.3
-0.8 0.2 1.0
-0.5 -2.2 -0.4
-2.0 3.1 -0.8
0.4 -1.0 0.5
1.4 -0.2 0.9
0.6 -0.1 0.0
0.1 -1.0 -0.5
-0.2 0.4 0.2
0.3 0.5 -0.7
0.0 -0.5 -0.1
0.4 0.1 1.1
0.6 -0.5 -0.1
1.2 0.2 0.0
1.5 -0.4 -0.3
0.5 -0.5 0.1
0.9 0.9 0.4
-0.1 0.0 0.3
-0.9 -0.6 0.5
0.5 0.2 -0.1
0.5 0.2 -0.4
-0.7 0.9 -1.0
0.1 -0.6 0.1
0.3 0.1 0.5
-0.5 -1.2 -0.2
-1.0 0.0 -0.2
-0.2 0.0 -0.3
-0.1 1.0 0.3
-0.2 -0.6 0.1
0.7 1.7 -0.4
-0.2 0.8 -0.3
0.2 -1.2 -0.5
0.3 -3.1 1.8
0.4 2.9 -1.7
-0.6 -0.5 0.2
-1.5 2.2 -0.6
0.0 -0.2 1.0
-0.7 0.4 -0.8
1.0 -0.4 0.7
-0.2 0.3 0.0
1.8 -0.6 -0.4
0.1 0.5 -0.2
1.5 -0.8 0.0
0.3 0.0 0.0
-0.8 -1.6 -0.4
0.0 0.7 0.1
0.7 -0.6 0.1
0.1 -0.2 0.1
0.9 -0.2 0.5
-0.8 -0.8 -0.9
-0.3 -0.2 1.0
-0.6 0.2 0.5
-1.4 0.2 -0.5
-0.5 0.0 0.0
0.0 0.3 0.2
0.7 -0.9 1.0

=====

The following is a DFT calculation (ωB97M-V with the def2-TZVPD basis set) of 2 unconnected molecules or ions with the total composition C30H33N2 in a non-equilibrium geometry.

Values from the calculation:
- net charge = +1
- HOMO level (eV) = -8.951
- E_LUMO (eV) = -4.75
- energy relative to the best compared isomer or geometry (same formula, charge and spin) (kJ/mol) = 0.00

Each line ends with the Mulliken charge.
Cartesian coordinates (Å):
C1 -2.8067 4.1312 1.1950  -0.53
C2 -3.2074 2.8827 1.6950  -0.65
C3 -2.2580 1.9206 2.0157  -0.42
C4 -0.8727 2.1765 1.8586  1.15
C5 0.0898 1.1863 2.2827  -0.70
C6 1.4587 1.3314 2.1908  0.04
N1 2.3926 0.5487 2.7859  0.23
C7 3.7883 0.9600 2.6259  -0.64
C8 4.7868 -0.1515 2.9283  -0.72
C9 4.4926 -0.7980 4.2746  -0.68
C10 3.0650 -1.3238 4.2876  -0.75
C11 2.0536 -0.2197 3.9734  -0.51
C12 -0.4870 3.4361 1.3311  -0.44
C13 -1.4432 4.3973 1.0111  -0.68
H1 -3.5548 4.8865 0.9505  0.38
H2 -4.2673 2.6640 1.8407  0.48
H3 -2.5594 0.9486 2.4091  0.35
H4 -0.3155 0.2787 2.7398  0.11
H5 1.8852 2.1123 1.5500  0.14
H6 3.9226 1.3115 1.5950  0.40
H7 3.9981 1.8101 3.3024  0.31
H8 4.7368 -0.9066 2.1344  0.32
H9 5.7923 0.2791 2.9174  0.34
H10 5.1945 -1.6142 4.4590  0.31
H11 4.6179 -0.0558 5.0722  0.33
H12 2.9584 -2.1276 3.5488  0.32
H13 2.8204 -1.7434 5.2680  0.33
H14 2.0062 0.4531 4.8524  0.29
H15 1.0601 -0.6625 3.8480  0.28
H16 0.5742 3.6485 1.2024  0.23
H17 -1.1251 5.3661 0.6210  0.38
C14 2.2603 0.6664 -4.2869  -1.31
C15 1.6403 -0.4944 -3.6245  -0.12
N2 2.3201 -1.6397 -3.3785  0.15
C16 1.5053 -2.5828 -2.7349  -0.49
C17 0.2444 -1.9750 -2.5422  1.16
C18 -0.7203 -2.6546 -1.8129  -0.06
C19 -0.4633 -3.9574 -1.3718  -0.89
C20 0.7801 -4.5654 -1.6149  -0.55
C21 1.7960 -3.8643 -2.2862  -0.88
C22 0.3129 -0.6261 -3.1176  1.48
C23 -0.6567 0.3704 -3.0805  -0.51
C24 -2.0286 0.1864 -2.6991  0.23
C25 -2.8264 -0.9140 -3.1271  -0.97
C26 -4.1154 -1.0916 -2.6373  -0.25
C27 -4.6580 -0.1909 -1.7134  1.00
C28 -6.0115 -0.4430 -1.1275  -1.54
C29 -3.9142 0.9395 -1.3480  -0.57
C30 -2.6400 1.1452 -1.8497  -0.84
H18 1.5041 1.4532 -4.3546  0.30
H19 3.1202 1.0611 -3.7211  0.36
H20 2.6033 0.4306 -5.3075  0.36
H21 3.2943 -1.7770 -3.6280  0.25
H22 -1.6619 -2.1576 -1.6002  0.39
H23 -1.2463 -4.4923 -0.8337  0.44
H24 0.9460 -5.5850 -1.2671  0.40
H25 2.7843 -4.2850 -2.4716  0.41
H26 -0.3327 1.3811 -3.3388  0.28
H27 -2.4034 -1.6482 -3.8196  0.53
H28 -4.7100 -1.9566 -2.9434  0.44
H29 -6.3095 0.3767 -0.4689  0.35
H30 -6.7757 -0.5491 -1.9059  0.37
H31 -6.0293 -1.3698 -0.5411  0.34
H32 -4.3485 1.6581 -0.6504  0.36
H33 -2.0574 2.0247 -1.5618  0.40

Forces on the atoms, in the same order (eV/Å):
0.0 -0.2 0.0
0.2 0.3 -0.2
0.6 0.1 -0.1
-0.7 0.8 -0.5
1.6 -0.4 0.2
-1.7 -0.1 -0.3
0.6 -0.5 -0.3
0.1 0.3 0.2
-0.1 0.1 -0.1
0.0 0.0 -0.1
-0.2 0.0 -0.2
0.0 -0.1 0.5
-0.4 -0.4 0.2
-0.1 -0.2 0.0
0.2 -0.2 0.1
0.3 0.1 0.0
0.0 0.2 -0.1
0.1 0.5 0.1
-0.2 -0.1 0.4
0.0 0.0 0.2
0.0 -0.1 -0.1
0.0 0.0 0.1
-0.1 -0.1 -0.1
0.0 0.1 0.1
0.0 -0.1 0.0
0.1 0.1 0.1
0.0 0.0 -0.1
-0.1 0.0 -0.2
0.3 0.1 0.0
-0.3 0.1 0.1
-0.1 -0.3 0.1
0.0 0.5 -0.3
1.0 -1.0 0.5
-0.6 1.2 -0.5
-0.9 0.0 0.5
0.5 -0.5 0.0
-0.1 -0.3 0.2
0.3 0.3 -0.2
0.0 0.4 -0.2
-0.1 0.0 0.0
-0.8 0.1 0.2
1.0 -0.6 -0.3
-1.2 0.0 0.2
0.3 0.0 0.2
0.5 0.0 -0.2
0.2 0.2 0.0
-0.3 0.1 0.1
-0.1 -0.1 0.0
0.5 -0.1 -0.3
0.3 0.0 -0.1
-0.3 -0.2 -0.1
-0.1 0.0 0.4
-0.3 0.0 0.0
0.2 -0.4 0.1
0.3 0.1 -0.1
0.1 0.3 -0.1
-0.3 -0.1 0.2
-0.1 -0.1 0.2
-0.2 0.3 0.2
0.3 0.3 0.0
0.0 -0.1 -0.1
0.2 0.0 0.1
0.1 0.1 -0.1
0.2 -0.2 -0.2
-0.3 -0.2 0.1

=====

| no. | M (g mol⁻¹) | E (Ha) |
| --- | --- | --- |
| 1 | 665.58 | -2190.2772 |
| 2 | 617.37 | -5370.1595 |
| 3 | 631.49 | -1838.9946 |
| 4 | 421.61 | -1272.2479 |